{
  "formula": "C7H11NO3",
  "method": "ωB97M-V/def2-TZVPD",
  "charge": 0,
  "energy_ha": -553.61064,
  "spin_multiplicity": 1,
  "lumo_energy_ev": [0.70, 0.70],
  "smiles": "C=[N+]([O-])[C@@H]1[C@]2(C)OCO[C@]12C",
  "elements": ["C", "N", "O", "C", "C", "C", "O", "C", "O", "C", "C", "H", "H", "H", "H", "H", "H", "H", "H", "H", "H", "H"],
  "coordinates": [[-1.25859, -1.62717, -1.93135], [-0.10716, -1.80133, -1.43060], [0.85859, -2.41050, -1.92132], [0.13171, -1.12439, -0.17992], [-0.89292, -0.33985, 0.65807], [-0.92532, -0.38699, 2.20642], [-2.16902, 0.00796, 0.03730], [-1.90089, 1.10221, -0.71245], [-0.56296, 0.98316, -1.11638], [0.14420, 0.40326, -0.10699], [1.39904, 0.96372, 0.49592], [-2.03744, -1.43496, -1.25676], [-1.57789, -1.95373, -2.90083], [0.96882, -1.66399, 0.28893], [-1.36676, -1.35960, 2.54243], [-1.78279, 0.25837, 2.47113], [0.15141, -0.16330, 2.54089], [-2.49712, 1.08555, -1.73301], [-2.13817, 2.10760, -0.25392], [2.14632, 1.33708, -0.18953], [1.73956, 0.16094, 1.01722], [1.26485, 1.82695, 1.20377]],
  "atomic_forces_ev_per_a": [[-1.92, -0.98, -1.36], [-0.25, 0.44, 0.66], [1.33, -0.24, -0.67], [0.24, -0.51, 0.56], [-0.29, -0.22, 1.18], [-0.33, -0.84, -1.36], [0.68, -1.12, 2.33], [-1.30, 1.94, -3.66], [0.48, 1.64, -1.16], [0.45, -0.72, 0.41], [-1.45, 3.32, -0.31], [-0.60, 0.79, 0.46], [0.73, -0.40, -0.44], [-0.65, 0.45, 0.23], [1.15, 0.38, -0.17], [1.14, 0.61, 0.30], [-2.10, -0.27, 0.20], [0.83, -0.16, 2.02], [0.45, -0.99, 0.18], [0.03, -0.39, -0.61], [1.70, -1.95, 1.71], [-0.33, -0.79, -0.49]],
  "nbo_charge": [-0.2159, 0.1380, -0.5280, -0.1409, 0.2411, -0.6446, -0.5181, 0.2337, -0.4978, 0.2144, -0.6175, 0.2080, 0.1981, 0.2442, 0.2289, 0.2414, 0.2330, 0.1706, 0.1489, 0.2409, 0.2095, 0.2122]
}

{
  "formula": "C7H11NO3",
  "method": "ωB97M-V/def2-TZVPD",
  "charge": 0,
  "energy_ha": -553.77917,
  "spin_multiplicity": 1,
  "lumo_energy_ev": 0.56,
  "smiles": "O=C1CC[C@@H](O)[C@@H]2[C@@H](O)CN12",
  "elements": ["O", "C", "C", "C", "C", "O", "C", "C", "O", "C", "N", "H", "H", "H", "H", "H", "H", "H", "H", "H", "H", "H"],
  "coordinates": [[-1.84757, 2.35530, 0.12621], [-1.24675, 1.40691, -0.34254], [-1.67054, 0.28794, -1.28892], [-1.29134, -1.03301, -0.61761], [0.22688, -1.24129, -0.66494], [0.74057, -1.28340, -1.98634], [0.88928, -0.02253, -0.09761], [1.14321, 0.07288, 1.40675], [2.46959, -0.12545, 1.87268], [0.65195, 1.55891, 1.26652], [0.04551, 1.14589, 0.06035], [-2.72010, 0.40503, -1.54838], [-1.05091, 0.31660, -2.21184], [-1.73310, -1.88672, -1.12706], [-1.67908, -1.10223, 0.41227], [0.54701, -2.14170, -0.08730], [0.40483, -2.12571, -2.37229], [1.76661, 0.21647, -0.69638], [0.41693, -0.48620, 1.98785], [2.39191, -0.45993, 2.76052], [-0.02779, 1.98835, 2.04715], [1.57290, 2.15388, 1.10093]],
  "atomic_forces_ev_per_a": [[-0.49, -0.47, -0.54], [1.59, -0.44, 0.33], [0.21, 0.46, -0.31], [-0.26, -0.84, 0.02], [0.21, 0.20, 0.52], [-0.87, -1.75, -0.72], [-0.03, -0.32, 0.62], [0.75, 1.18, 0.47], [-0.66, -0.08, -0.63], [0.89, 0.10, 1.95], [-1.41, 0.91, -1.38], [-0.01, -0.20, 0.05], [-0.52, 0.34, 0.40], [-0.27, -0.04, -0.25], [0.30, 0.17, -0.19], [-0.29, 0.47, -0.36], [0.46, 0.92, 0.06], [0.26, -0.02, 0.13], [-0.13, -0.35, -0.02], [0.23, -0.16, 0.48], [0.65, -0.27, -0.78], [-0.62, 0.19, 0.18]],
  "nbo_charge": [-0.6088, 0.6908, -0.5150, -0.4190, 0.0813, -0.7133, -0.0791, 0.1004, -0.7060, -0.2257, -0.4418, 0.2385, 0.2451, 0.2125, 0.2164, 0.1796, 0.4687, 0.2246, 0.1651, 0.4733, 0.2181, 0.1943]
}

{
  "formula": "C7H11NO3P",
  "method": "ωB97M-V/def2-TZVPD",
  "charge": -1,
  "energy_ha": -895.26102,
  "spin_multiplicity": 1,
  "lumo_energy_ev": 3.51,
  "smiles": "N[C@]1(C[P@@](=O)([O-])O)C=CC=CC1",
  "elements": ["N", "C", "C", "P", "O", "O", "O", "C", "C", "C", "C", "C", "H", "H", "H", "H", "H", "H", "H", "H", "H", "H", "H"],
  "coordinates": [[0.09758, 0.66531, -1.76766], [0.11470, 0.18903, -0.35282], [1.55526, 0.72126, 0.52769], [3.03855, -0.23339, -0.02981], [3.09583, -1.60726, 0.64410], [3.14890, -0.15198, -1.51438], [4.13220, 0.70974, 0.76814], [0.04678, -1.29502, -0.41922], [-1.11496, -1.97303, -0.28242], [-2.32015, -1.17355, -0.03202], [-2.28846, 0.14718, 0.34706], [-1.00445, 0.86172, 0.36829], [0.59596, 1.60424, -1.83729], [0.69377, 0.01571, -2.28384], [1.16562, 0.40631, 1.44283], [1.82102, 1.81197, 0.30615], [4.58056, 0.01687, 1.26197], [1.08063, -1.61170, -0.52571], [-1.03298, -3.10262, -0.22569], [-3.27638, -1.67116, 0.07675], [-3.25328, 0.68885, 0.73135], [-1.05058, 1.89086, -0.04765], [-0.81043, 1.01169, 1.43602]],
  "atomic_forces_ev_per_a": [[0.86, 0.95, 0.14], [2.30, 2.17, -0.28], [-1.28, -0.82, -4.17], [-0.71, -1.21, 0.87], [0.00, 1.49, -0.51], [0.02, 0.38, 0.11], [0.29, -0.27, -0.34], [0.06, 0.11, 0.60], [1.89, -0.15, 0.02], [-0.81, 1.28, 1.38], [-1.99, -1.36, -0.60], [-0.48, 1.36, 0.62], [-0.75, -1.66, 0.24], [0.06, 0.36, 0.00], [0.38, 0.27, 2.09], [-0.98, -1.34, 0.70], [0.39, 0.07, 0.37], [-0.48, -1.39, -0.12], [-0.71, 1.52, -0.28], [-0.02, -0.18, -0.21], [1.86, -1.16, -0.93], [-0.31, -0.43, 0.21], [0.39, 0.03, 0.10]],
  "nbo_charge": [-0.8579, 0.1304, -0.8168, 2.3127, -1.1963, -1.1755, -1.0202, -0.1735, -0.2680, -0.2527, -0.1428, -0.4843, 0.3506, 0.3816, 0.2128, 0.2232, 0.4893, 0.2563, 0.2160, 0.1932, 0.1926, 0.2204, 0.2089]
}

{
  "formula": "C7H11NO4",
  "method": "ωB97M-V/def2-TZVPD",
  "charge": 0,
  "energy_ha": -628.89126,
  "spin_multiplicity": 1,
  "lumo_energy_ev": 0.46,
  "smiles": "C=C[C@](C)(C(=O)OCC)[N+](=O)[O-]",
  "elements": ["C", "C", "C", "C", "C", "O", "O", "C", "C", "N", "O", "O", "H", "H", "H", "H", "H", "H", "H", "H", "H", "H", "H"],
  "coordinates": [[-1.72071, -0.54374, 2.79984], [-0.84402, -1.13033, 2.03453], [0.04145, -0.24780, 1.18384], [0.07428, 1.26513, 1.46033], [-0.37014, -0.44668, -0.30827], [-1.51762, -0.55132, -0.63875], [0.60292, -0.35007, -1.16020], [0.32463, -0.34687, -2.58786], [0.63785, 1.01620, -3.10419], [1.39048, -0.86529, 1.08480], [1.46846, -2.03561, 0.81337], [2.27949, -0.08015, 1.27088], [-2.50419, -1.16200, 3.35603], [-1.62536, 0.57265, 2.82485], [-0.67922, -2.16947, 1.86908], [0.93923, 1.56734, 0.96707], [0.19914, 1.37080, 2.50439], [-0.91791, 1.52575, 1.11718], [1.01230, -1.06105, -3.14930], [-0.73226, -0.72891, -2.56232], [-0.22968, 1.68327, -3.01581], [1.36260, 1.58230, -2.59094], [0.80828, 1.13583, -4.16857]],
  "atomic_forces_ev_per_a": [[-1.49, 0.14, 1.28], [1.05, 0.83, -0.87], [-0.45, -1.19, -1.50], [-1.15, -2.91, -0.04], [-1.91, 0.58, 0.13], [-0.84, -0.21, 0.28], [2.44, 0.11, -0.54], [0.00, -1.67, -0.07], [-2.53, 1.63, -0.97], [0.04, 0.84, 1.23], [0.36, -0.44, 0.04], [1.79, -0.32, 0.05], [1.24, 1.36, -0.63], [-0.98, -1.33, 0.49], [-0.31, -0.67, 0.05], [0.88, 1.43, -1.08], [0.06, 0.55, 1.10], [0.13, 1.10, -0.14], [-0.86, 0.40, 1.40], [0.93, 0.75, -1.13], [-0.27, -0.19, 0.34], [1.41, -0.04, 0.79], [0.45, -0.77, -0.23]],
  "nbo_charge": [-0.3629, -0.1992, -0.0503, -0.6218, 0.7991, -0.5952, -0.5108, -0.0899, -0.6560, 0.5511, -0.3760, -0.3702, 0.2260, 0.2039, 0.2349, 0.2543, 0.2256, 0.2341, 0.1983, 0.2342, 0.2127, 0.2318, 0.2261]
}

{
  "formula": "C7H11NO5S",
  "method": "ωB97M-V/def2-TZVPD",
  "charge": 0,
  "energy_ha": -1102.35975,
  "spin_multiplicity": 1,
  "lumo_energy_ev": [-0.68, 0.15],
  "elements": ["C", "C", "C", "C", "C", "C", "C", "N", "O", "O", "O", "O", "O", "S", "H", "H", "H", "H", "H", "H", "H", "H", "H", "H", "H"],
  "coordinates": [[-1.70266, 0.65718, 1.62678], [-2.06287, 2.06126, 1.17826], [-0.58185, -1.31881, 0.75341], [0.94823, -1.16771, 0.55662], [1.42272, -1.25908, -0.92041], [1.22340, -0.00575, -1.70884], [-1.23217, 0.58766, -0.67754], [-1.28541, -0.07666, 0.55057], [-1.78745, 0.22934, 2.75292], [0.36696, 2.37429, 0.19799], [1.48145, -0.03720, 1.17478], [2.81302, -1.54298, -0.93308], [1.00218, -0.02811, -3.01693], [-1.01960, 2.32344, -0.32187], [-3.10827, 2.12482, 0.87732], [-1.84947, 2.79300, 1.95218], [-0.97002, -2.09063, 0.08416], [-0.77564, -1.60139, 1.79235], [1.41481, -2.02902, 1.05484], [0.94276, -2.11031, -1.41980], [1.62367, 0.92885, -1.34938], [-1.89453, 0.28770, -1.47253], [1.04149, 0.78675, 0.86312], [3.23292, -0.97306, -0.27252], [0.75635, -0.91360, -3.32239]],
  "atomic_forces_ev_per_a": [[-0.23, -0.14, 0.16], [0.35, 0.21, -0.35], [0.32, -0.01, 0.26], [-0.42, -0.29, -0.51], [-0.01, 0.04, 0.51], [-2.04, 0.24, 0.51], [1.75, 0.30, -0.89], [-0.09, -0.31, 0.12], [0.01, 0.18, 0.23], [0.97, 0.52, 0.47], [0.11, 0.32, 0.05], [0.38, -0.09, -0.11], [0.29, -0.11, -0.10], [-1.06, -0.92, 0.02], [-0.07, -0.03, 0.00], [0.08, 0.02, -0.04], [0.00, -0.05, 0.05], [0.03, -0.07, -0.20], [-0.12, 0.06, -0.18], [-0.05, 0.11, 0.04], [0.05, 0.09, 0.01], [-0.24, -0.04, -0.24], [0.04, -0.13, 0.05], [-0.08, 0.00, -0.01], [0.04, 0.08, 0.13]],
  "nbo_charge": [0.6755, -0.6985, -0.2393, 0.0840, -0.0347, 0.2906, -0.3950, -0.4870, -0.5835, -1.0209, -0.7423, -0.7039, -0.6254, 1.2487, 0.2473, 0.2628, 0.1965, 0.2524, 0.1999, 0.1788, 0.2166, 0.1983, 0.5074, 0.4845, 0.4874]
}

Q: Which value of charge does entry 5 give?
A: 0

Copy entry 3 word for word.
{
  "formula": "C7H11NO3P",
  "method": "ωB97M-V/def2-TZVPD",
  "charge": -1,
  "energy_ha": -895.26102,
  "spin_multiplicity": 1,
  "lumo_energy_ev": 3.51,
  "smiles": "N[C@]1(C[P@@](=O)([O-])O)C=CC=CC1",
  "elements": ["N", "C", "C", "P", "O", "O", "O", "C", "C", "C", "C", "C", "H", "H", "H", "H", "H", "H", "H", "H", "H", "H", "H"],
  "coordinates": [[0.09758, 0.66531, -1.76766], [0.11470, 0.18903, -0.35282], [1.55526, 0.72126, 0.52769], [3.03855, -0.23339, -0.02981], [3.09583, -1.60726, 0.64410], [3.14890, -0.15198, -1.51438], [4.13220, 0.70974, 0.76814], [0.04678, -1.29502, -0.41922], [-1.11496, -1.97303, -0.28242], [-2.32015, -1.17355, -0.03202], [-2.28846, 0.14718, 0.34706], [-1.00445, 0.86172, 0.36829], [0.59596, 1.60424, -1.83729], [0.69377, 0.01571, -2.28384], [1.16562, 0.40631, 1.44283], [1.82102, 1.81197, 0.30615], [4.58056, 0.01687, 1.26197], [1.08063, -1.61170, -0.52571], [-1.03298, -3.10262, -0.22569], [-3.27638, -1.67116, 0.07675], [-3.25328, 0.68885, 0.73135], [-1.05058, 1.89086, -0.04765], [-0.81043, 1.01169, 1.43602]],
  "atomic_forces_ev_per_a": [[0.86, 0.95, 0.14], [2.30, 2.17, -0.28], [-1.28, -0.82, -4.17], [-0.71, -1.21, 0.87], [0.00, 1.49, -0.51], [0.02, 0.38, 0.11], [0.29, -0.27, -0.34], [0.06, 0.11, 0.60], [1.89, -0.15, 0.02], [-0.81, 1.28, 1.38], [-1.99, -1.36, -0.60], [-0.48, 1.36, 0.62], [-0.75, -1.66, 0.24], [0.06, 0.36, 0.00], [0.38, 0.27, 2.09], [-0.98, -1.34, 0.70], [0.39, 0.07, 0.37], [-0.48, -1.39, -0.12], [-0.71, 1.52, -0.28], [-0.02, -0.18, -0.21], [1.86, -1.16, -0.93], [-0.31, -0.43, 0.21], [0.39, 0.03, 0.10]],
  "nbo_charge": [-0.8579, 0.1304, -0.8168, 2.3127, -1.1963, -1.1755, -1.0202, -0.1735, -0.2680, -0.2527, -0.1428, -0.4843, 0.3506, 0.3816, 0.2128, 0.2232, 0.4893, 0.2563, 0.2160, 0.1932, 0.1926, 0.2204, 0.2089]
}

Q: Among the records above, which one has the lowest charge?
A: C7H11NO3P